95
Properties=species:S:1:pos:R:3:forces:R:3 method="wB97M-V/def2-TZVPD" spin_multiplicity=2 charge=-1 total_energy_ev=-144611.944 orbital_gap_ev="7.112 / 7.039" homo_ev="-5.17 / -5.66"
Pt -0.100 0.781 0.550 -0.003 -0.644 -0.033
F -3.451 0.895 0.955 -0.039 -0.054 0.014
Sb -3.740 -0.698 1.966 0.055 0.087 0.006
F -4.043 -2.292 2.936 0.013 0.002 0.012
F -2.097 -0.396 2.851 0.021 0.036 0.078
F -2.787 -1.679 0.649 -0.016 -0.059 0.017
F -4.642 0.302 3.294 -0.029 0.036 -0.007
F -5.365 -0.950 1.026 0.022 -0.040 -0.047
C -0.623 4.575 -3.962 -0.002 0.001 0.002
C -1.087 3.427 -4.595 -0.010 -0.014 -0.003
C -1.226 2.250 -3.879 -0.017 0.030 0.006
C -0.904 2.210 -2.523 -0.073 0.041 -0.133
C -0.435 3.356 -1.898 -0.006 -0.084 -0.023
C -0.298 4.539 -2.616 0.013 0.029 0.006
As -1.059 0.522 -1.570 0.152 0.233 -0.449
C -2.867 0.007 -1.989 -0.054 -0.010 0.186
C -3.827 0.997 -2.161 0.002 0.006 -0.039
C -5.145 0.646 -2.409 0.013 -0.014 0.000
C -5.505 -0.691 -2.477 0.004 0.012 -0.003
C -4.550 -1.678 -2.285 -0.013 -0.031 -0.005
C -3.233 -1.334 -2.028 0.007 0.022 0.033
C 0.051 -0.559 -2.736 0.010 -0.137 -0.001
C -0.450 -1.412 -3.711 -0.027 0.088 -0.022
C 0.421 -2.152 -4.504 0.016 0.005 -0.007
C 1.791 -2.037 -4.329 0.004 -0.005 -0.019
C 2.295 -1.169 -3.369 -0.016 0.023 -0.005
C 1.429 -0.435 -2.578 -0.004 -0.006 -0.013
H -0.514 5.496 -4.523 -0.003 -0.004 0.002
H -1.339 3.450 -5.648 0.003 0.000 0.005
H -1.589 1.357 -4.375 0.000 -0.006 -0.011
H -0.171 3.324 -0.852 0.018 0.011 0.015
H 0.064 5.428 -2.114 -0.008 -0.013 0.005
H -3.554 2.042 -2.088 0.004 0.004 -0.003
H -5.892 1.420 -2.526 -0.001 -0.001 -0.001
H -6.537 -0.965 -2.654 0.003 0.000 0.007
H -4.835 -2.722 -2.297 -0.003 0.012 0.006
H -2.506 -2.106 -1.815 0.002 -0.003 -0.007
H -1.518 -1.504 -3.863 0.015 -0.022 0.013
H 0.022 -2.823 -5.255 -0.001 0.003 -0.002
H 2.467 -2.628 -4.935 -0.004 0.003 0.007
H 3.364 -1.079 -3.223 -0.003 -0.005 0.004
H 1.816 0.223 -1.811 0.008 -0.004 -0.001
O 0.530 -1.108 0.136 -0.124 0.096 -0.029
Si 1.360 -2.079 1.116 0.069 -0.036 -0.016
C 1.736 -3.625 0.104 -0.016 0.020 0.034
C 1.155 -3.794 -1.154 0.012 0.017 0.014
C 1.415 -4.923 -1.919 0.004 -0.023 0.002
C 2.264 -5.910 -1.437 -0.016 0.018 -0.015
C 2.854 -5.760 -0.188 0.001 0.018 0.008
C 2.590 -4.627 0.569 0.012 -0.023 0.020
C 0.497 -2.571 2.700 0.064 -0.039 -0.002
C 0.512 -1.724 3.809 -0.028 -0.010 0.015
C -0.178 -2.048 4.968 0.014 0.021 -0.004
C -0.898 -3.231 5.036 -0.005 -0.011 0.012
C -0.926 -4.088 3.945 -0.005 0.005 -0.007
C -0.229 -3.760 2.791 -0.058 0.028 -0.027
C 2.995 -1.267 1.620 -0.056 0.005 -0.021
C 3.506 -0.203 0.873 0.006 -0.015 0.011
C 4.712 0.403 1.202 0.010 -0.002 0.005
C 5.439 -0.051 2.294 -0.004 0.009 -0.013
C 4.951 -1.106 3.053 -0.001 -0.011 0.003
C 3.741 -1.701 2.719 0.003 0.001 0.007
H 0.495 -3.021 -1.534 0.014 -0.024 0.012
H 0.955 -5.030 -2.895 0.004 -0.003 0.007
H 2.467 -6.793 -2.032 -0.001 0.002 0.000
H 3.518 -6.526 0.193 0.000 0.002 0.000
H 3.060 -4.523 1.543 -0.011 -0.007 -0.013
H 1.052 -0.783 3.761 0.002 -0.014 0.008
H -0.172 -1.366 5.810 -0.005 -0.001 -0.005
H -1.453 -3.478 5.932 -0.004 0.006 -0.007
H -1.508 -5.001 3.987 0.005 0.004 0.000
H -0.272 -4.429 1.937 0.017 -0.001 0.015
H 2.936 0.164 0.027 0.006 0.005 0.016
H 5.081 1.233 0.611 -0.002 -0.006 0.003
H 6.378 0.420 2.557 -0.005 -0.002 -0.002
H 5.509 -1.459 3.912 -0.006 0.004 -0.007
H 3.359 -2.507 3.338 0.008 0.007 -0.004
C 2.539 3.341 2.050 0.013 0.017 -0.015
C 1.344 4.234 1.888 -0.137 -0.130 0.046
C 1.438 5.608 2.029 0.022 0.062 0.012
C 0.329 6.428 1.864 -0.017 -0.025 -0.002
C -0.907 5.870 1.558 0.041 0.051 -0.014
C -1.057 4.502 1.406 0.005 -0.156 -0.002
C -2.390 3.877 1.118 0.025 0.055 0.020
C 0.083 3.671 1.565 -0.126 0.499 -0.007
N -0.029 2.335 1.428 0.207 0.123 0.377
H 3.349 3.869 2.555 0.001 -0.001 -0.018
H 2.908 2.997 1.080 -0.019 -0.008 0.003
H 2.289 2.442 2.613 0.006 0.001 0.017
H 2.400 6.046 2.276 -0.003 -0.007 -0.001
H 0.425 7.500 1.985 0.002 -0.005 -0.005
H -1.775 6.509 1.446 0.002 -0.013 -0.002
H -3.164 4.640 1.037 0.005 0.002 0.011
H -2.671 3.165 1.896 0.004 -0.011 -0.028
H -2.373 3.301 0.190 0.014 -0.024 -0.003

103
Properties=species:S:1:pos:R:3:forces:R:3 method="wB97M-V/def2-TZVPD" spin_multiplicity=3 total_energy_ev=-121151.103 orbital_gap_ev="6.447 / 6.451" homo_ev="-7.42 / -7.60"
V 0.839 0.017 0.590 -0.756 -1.228 -0.678
C -2.558 1.580 2.526 -0.035 -0.004 -0.015
C -1.553 1.558 1.567 -0.306 0.019 0.193
N -0.926 0.383 1.572 -0.635 -0.111 0.327
N -1.508 -0.367 2.540 -0.328 0.067 0.300
C -2.503 0.334 3.114 0.057 0.168 -0.184
B -1.184 -1.855 2.847 0.083 -0.250 -0.578
N 0.361 -2.065 2.851 0.087 0.046 0.310
C 0.956 -3.017 3.581 0.108 0.107 -0.160
C 2.306 -3.011 3.291 0.070 0.106 -0.035
C 2.452 -2.003 2.344 0.025 -0.268 0.206
N 1.272 -1.440 2.071 -0.007 -0.077 -0.149
N -1.742 -2.798 1.786 -0.195 -0.143 0.251
C -2.911 -3.476 1.718 -0.160 -0.003 -0.020
C -2.873 -4.266 0.595 -0.094 0.061 -0.038
C -1.620 -3.994 0.025 0.045 0.107 0.064
N -0.949 -3.110 0.743 0.282 -0.196 -0.146
N -1.696 -2.167 4.251 0.018 0.328 0.176
C -1.440 -1.427 5.362 0.021 -0.084 0.112
C -2.033 -2.050 6.431 0.017 0.027 0.017
C -2.635 -3.192 5.869 0.111 0.104 0.001
N -2.423 -3.254 4.568 -0.093 -0.257 -0.017
H -3.241 2.378 2.753 0.006 0.022 -0.008
H -1.279 2.342 0.885 0.122 -0.072 -0.109
H -3.108 -0.078 3.901 0.016 -0.100 -0.015
H 0.382 -3.649 4.237 -0.047 0.037 0.040
H 3.081 -3.628 3.710 -0.022 -0.049 0.006
H 3.364 -1.666 1.885 -0.064 0.015 -0.090
H -3.653 -3.380 2.489 -0.022 0.011 -0.038
H -3.631 -4.936 0.228 -0.036 -0.007 0.060
H -1.183 -4.410 -0.868 0.048 0.042 -0.056
H -0.865 -0.516 5.319 0.007 0.003 -0.060
H -2.040 -1.729 7.458 0.029 0.007 0.008
H -3.201 -3.965 6.363 -0.031 -0.027 -0.031
F -1.994 -2.196 -3.460 -0.016 -0.043 -0.010
C -0.806 -2.034 -2.847 0.165 0.010 0.153
C -0.732 -1.281 -1.700 -0.144 0.025 0.049
C 0.503 -1.066 -1.098 0.108 -0.929 -0.642
C 1.656 -1.640 -1.664 -0.148 -0.099 -0.054
C 1.516 -2.448 -2.795 -0.115 0.138 0.115
F 2.588 -3.053 -3.358 0.048 0.018 -0.010
C 0.303 -2.646 -3.410 -0.030 -0.091 -0.153
C 2.919 -1.211 -1.077 0.067 0.039 -0.159
C 4.190 -1.632 -1.482 0.175 -0.068 0.072
C 5.314 -1.087 -0.897 -0.198 0.103 0.076
C 5.155 -0.115 0.083 0.062 -0.021 -0.042
C 3.875 0.247 0.443 0.117 0.146 0.034
N 2.773 -0.279 -0.106 0.998 -0.376 -0.285
H -1.627 -0.829 -1.292 -0.112 -0.025 0.012
H 0.231 -3.238 -4.310 -0.019 -0.031 0.020
H 4.292 -2.392 -2.238 -0.067 0.020 -0.030
H 6.302 -1.406 -1.200 -0.002 -0.032 -0.020
H 6.005 0.349 0.563 -0.024 0.027 0.028
H 3.729 0.985 1.220 -0.062 -0.008 -0.006
S 0.344 1.440 -1.424 0.268 0.526 0.499
C 0.876 2.938 -0.700 -0.492 -1.318 -0.903
N 0.800 4.119 -1.281 0.170 0.609 0.303
N 0.313 4.118 -2.494 0.063 -0.475 0.067
C 0.032 5.293 -3.178 -0.049 0.663 -0.123
C -0.472 5.225 -4.477 0.060 -0.197 0.152
C -0.768 6.390 -5.162 -0.002 0.064 -0.031
C -0.572 7.627 -4.567 0.005 0.027 -0.024
C -0.075 7.693 -3.271 -0.010 0.008 -0.112
C 0.229 6.538 -2.575 0.024 -0.243 0.066
N 1.343 2.924 0.549 0.263 0.545 0.838
N 1.350 1.798 1.171 0.666 2.251 0.246
C 1.824 1.988 2.514 0.320 0.515 0.753
C 2.677 3.067 2.797 -0.102 -0.212 -0.207
C 3.119 3.303 4.084 0.099 -0.006 0.008
C 2.747 2.463 5.124 -0.083 -0.023 0.028
C 1.899 1.402 4.859 0.054 0.051 0.054
C 1.433 1.170 3.574 -0.161 0.030 -0.281
H 0.103 3.215 -2.918 -0.060 0.006 -0.052
H -0.624 4.258 -4.942 -0.001 -0.010 -0.014
H -1.151 6.332 -6.172 -0.013 -0.027 -0.002
H -0.799 8.533 -5.112 -0.017 0.008 0.010
H 0.079 8.656 -2.802 0.009 -0.007 0.027
H 0.618 6.570 -1.568 0.000 0.043 0.021
H 2.964 3.719 1.987 0.045 0.049 0.008
H 3.760 4.154 4.274 0.034 -0.013 -0.005
H 3.096 2.647 6.131 0.015 0.001 0.000
H 1.576 0.749 5.660 -0.004 -0.011 -0.003
H 0.726 0.376 3.420 -0.029 -0.053 -0.006
C -8.524 1.499 -4.483 0.040 0.085 0.047
C -7.153 1.594 -3.870 -0.035 -0.077 -0.067
C -6.025 1.735 -4.671 -0.034 -0.006 0.028
C -4.758 1.773 -4.108 0.008 0.011 0.081
C -4.622 1.679 -2.734 0.370 -0.024 -0.175
C -5.731 1.538 -1.917 -0.025 -0.010 0.121
C -6.992 1.507 -2.488 0.091 -0.008 -0.046
S -2.954 1.690 -2.031 -0.860 0.740 -0.334
C -3.069 3.438 -1.479 0.265 -0.347 -0.177
O -3.043 0.869 -0.808 0.099 -0.280 0.478
H -8.460 1.242 -5.539 -0.035 0.005 -0.010
H -9.054 2.449 -4.397 -0.027 -0.007 -0.016
H -9.119 0.739 -3.977 -0.032 0.002 -0.023
H -6.139 1.787 -5.747 0.006 -0.006 -0.012
H -3.873 1.853 -4.728 -0.025 -0.001 -0.055
H -5.593 1.424 -0.849 0.002 -0.010 -0.004
H -7.867 1.392 -1.858 0.003 -0.029 0.017
H -3.712 3.461 -0.601 -0.053 -0.063 -0.006
H -3.495 4.032 -2.285 0.046 0.049 -0.026
H -2.068 3.793 -1.237 0.003 -0.028 0.070